C2H3HgO2 | ωB97M-V/def2-TZVPD

Last column: Mulliken spin population.
Cartesian coordinates (Å):
C: -0.3495 0.4600 0.6281  0.688
O: -0.0981 1.6425 1.0037  0.184
Hg: -0.3306 -3.0012 -1.0632  0.010
H: 0.0599 1.7488 1.9591  -0.010
C: 0.2740 -0.1482 -0.5258  0.051
O: 0.3660 -1.4361 -0.6417  -0.012
H: 1.1759 0.4303 -0.8076  0.047
H: -1.0976 0.3039 -0.5527  0.042

Gap between HOMO and LUMO (alpha / beta) = 6.471 / 7.169 eV
Multiplicity = 2
Largest force on an atom = 7.323 eV/Å
<S²> = 0.7560
Net charge = +2
Energy above the lowest of the compared OMol25 structures with the same formula, charge and spin = 47.1 kcal/mol